A structure of composition C43H54BrN3P2Ti. Source: the OMol25 dataset; level of theory: ωB97M-V/def2-TZVPD.

Properties
* charge: +2
* DFT total energy: -5941.03401 Eh

Structure (XYZ):
```
104
Properties=species:S:1:pos:R:3:forces:R:3:mulliken_charge:R:1
Ti 0.56430 0.31286 -0.43483 -0.13 -0.06 -0.21 -1.759
C -3.92679 1.90563 -0.85180 -0.01 -0.01 -0.01 -1.349
C -2.55882 2.47237 -0.46295 0.01 0.02 0.00 1.003
C -2.61353 4.00281 -0.42595 0.00 0.00 0.00 -1.634
P -1.17660 1.80164 -1.52928 0.03 -0.01 0.04 2.280
C -0.84746 3.06644 -2.81958 0.01 0.00 0.01 0.687
C -2.00000 3.35256 -3.78656 -0.01 0.00 0.00 -1.613
C 0.46867 2.87699 -3.56989 0.00 0.00 0.00 -1.283
C -1.79590 0.20699 -2.09884 0.02 0.02 0.02 -0.653
C -2.24795 -0.13333 -3.37849 0.00 0.00 -0.01 -0.711
C -2.73651 -1.39521 -3.65448 0.00 0.01 -0.02 0.634
C -3.24444 -1.76566 -5.01749 0.00 0.00 0.00 -1.673
C -2.76708 -2.32874 -2.60648 0.00 -0.01 0.01 -1.232
C -2.30844 -2.02466 -1.34561 0.01 0.01 0.00 -0.128
C -1.79926 -0.74645 -1.06997 0.05 -0.05 0.17 -0.056
N -1.15067 -0.41537 0.15991 -0.16 0.03 -0.03 1.522
C -1.55795 -1.05563 1.35651 0.03 -0.02 -0.06 0.264
C -2.86152 -1.48683 1.59533 0.02 0.01 0.00 -0.353
C -3.16162 -2.15821 2.76818 0.01 0.00 0.02 -1.195
C -2.19443 -2.42304 3.74027 -0.01 0.00 -0.01 0.185
C -2.54759 -3.15676 5.00307 0.01 0.00 0.00 -1.824
C -0.91173 -1.94063 3.51605 -0.02 0.01 -0.02 -0.306
C -0.59291 -1.25133 2.34784 0.01 -0.02 0.09 -1.013
P 0.89956 -0.27749 2.09256 0.07 0.06 -0.06 1.577
C 2.34980 -1.19780 2.76007 0.04 0.09 0.02 0.388
C 3.61677 -0.34115 2.65676 -0.03 0.02 0.05 -1.484
C 2.55829 -2.58150 2.15799 0.00 0.04 -0.03 -1.181
C 0.66760 1.13210 3.28355 -0.04 0.03 -0.05 0.930
C 1.06956 0.83345 4.72703 0.00 -0.01 0.00 -1.554
C -0.79398 1.59002 3.24969 -0.02 0.01 -0.01 -1.609
H -4.68274 2.33888 -0.19543 0.00 0.00 0.00 0.529
H -4.19609 2.15946 -1.87798 0.00 0.00 0.00 0.231
H -3.97605 0.82306 -0.75016 0.00 0.00 0.01 0.154
H -2.31913 2.10333 0.53729 -0.02 0.00 -0.02 -0.049
H -2.97561 4.41278 -1.36824 0.00 0.00 0.00 0.381
H -3.32101 4.30363 0.34748 0.00 0.00 0.00 0.481
H -1.65642 4.46878 -0.19874 -0.01 0.01 0.00 0.238
H -0.72057 3.94146 -2.17101 0.01 -0.01 -0.01 0.490
H -2.03431 2.61637 -4.58852 0.00 0.00 0.00 0.396
H -2.97495 3.37570 -3.30372 0.00 0.00 0.00 0.279
H -1.83788 4.32497 -4.25327 0.00 0.00 0.00 0.426
H 0.38252 2.09258 -4.32194 0.00 0.00 0.00 0.196
H 0.71284 3.80065 -4.09579 0.00 0.00 0.00 0.524
H 1.29884 2.64724 -2.89856 0.00 0.00 0.00 0.085
H -2.23086 0.60719 -4.16606 0.00 0.00 0.00 0.136
H -3.11775 -0.94893 -5.72553 0.00 0.00 0.00 0.402
H -2.71764 -2.63866 -5.40574 0.00 0.00 0.00 0.356
H -4.30454 -2.01942 -4.97911 0.00 0.00 0.00 0.349
H -3.15932 -3.32077 -2.79921 0.00 0.00 0.00 0.453
H -2.33114 -2.77589 -0.56816 -0.01 0.00 0.00 0.639
H -3.64004 -1.30408 0.86610 -0.01 0.00 0.00 0.548
H -4.17903 -2.49180 2.93396 0.00 0.00 0.00 0.450
H -3.21639 -3.99220 4.79957 0.00 0.00 0.00 0.430
H -1.65871 -3.54420 5.49837 0.00 0.00 0.00 0.402
H -3.05798 -2.49388 5.70398 0.00 0.00 0.00 0.322
H -0.15032 -2.10088 4.27134 0.01 0.00 0.01 0.461
H 2.10910 -1.31460 3.82044 -0.02 -0.06 -0.01 0.894
H 3.99042 -0.31036 1.63401 0.00 -0.01 -0.03 0.152
H 3.45721 0.68585 2.98917 0.01 0.00 0.00 0.350
H 4.39985 -0.77188 3.28169 0.00 -0.01 -0.01 0.532
H 2.86060 -2.50913 1.11137 -0.04 -0.05 -0.01 0.056
H 3.36095 -3.09168 2.69218 0.01 0.01 0.00 0.525
H 1.66504 -3.20230 2.23411 -0.01 -0.02 0.00 0.224
H 1.30253 1.93086 2.89344 0.00 -0.01 0.00 0.470
H 0.50095 -0.00054 5.14235 0.00 -0.01 -0.01 0.261
H 2.13174 0.63175 4.84892 0.01 0.00 0.00 0.406
H 0.83384 1.70937 5.33368 0.01 0.00 0.00 0.476
H -1.41230 0.93141 3.86071 0.00 -0.01 0.01 0.422
H -0.87194 2.60043 3.65245 0.00 0.00 0.01 0.494
H -1.21965 1.58797 2.24631 0.01 -0.01 0.00 0.044
C 4.88995 -0.82158 -1.28308 -0.01 -0.02 0.00 -0.893
C 5.53263 0.40672 -1.20134 0.02 -0.01 0.00 -1.068
C 4.80352 1.51118 -0.82016 -0.02 0.02 0.01 -1.033
C 3.44501 1.38776 -0.53338 0.07 0.01 -0.04 0.711
N 2.80881 0.20472 -0.66630 0.03 -0.16 0.02 1.289
C 3.54311 -0.86995 -1.01647 -0.01 0.02 0.02 -0.534
C 2.61986 2.49105 -0.02846 0.02 0.01 0.11 -0.146
C 3.17702 3.74169 0.25077 -0.01 0.08 -0.01 -0.924
C 2.40334 4.74616 0.79734 -0.03 -0.01 0.00 -1.319
C 1.06358 4.49656 1.07178 0.02 -0.02 -0.01 -1.484
C 0.51727 3.25469 0.78565 0.04 0.07 0.03 0.022
C 1.27151 2.21487 0.23488 -0.02 0.00 -0.04 1.628
H 5.41808 -1.72429 -1.55340 0.00 0.00 0.00 0.558
H 6.58802 0.49602 -1.42129 0.00 0.00 0.00 0.452
H 5.28667 2.47164 -0.73319 0.01 -0.01 -0.01 0.600
H 3.02595 -1.81313 -1.07708 0.01 0.00 0.00 0.280
H 4.22101 3.94205 0.05289 -0.02 0.00 0.01 0.403
H 2.83895 5.71182 1.01371 0.00 0.00 0.00 0.449
H 0.44662 5.27233 1.50854 -0.01 0.00 0.00 0.537
H -0.52420 3.10046 1.02277 0.00 0.00 0.00 0.935
C 0.28696 -5.33573 -0.17724 0.00 0.00 0.00 -1.552
C 0.53848 -4.17576 -1.09567 0.01 0.01 0.00 0.313
C 0.76658 -4.32777 -2.46022 0.00 0.00 0.00 -0.798
C 0.99141 -3.21774 -3.25761 0.01 0.00 0.00 -1.042
C 0.99638 -1.98068 -2.64555 0.00 0.01 -0.03 0.016
Br 1.32876 -0.41363 -3.63588 0.00 0.04 0.04 0.068
N 0.78976 -1.79711 -1.34739 0.01 -0.02 0.01 1.144
C 0.54840 -2.88263 -0.59825 0.02 -0.04 -0.01 -0.414
H 0.08164 -6.24577 -0.73660 0.00 0.00 0.00 0.459
H -0.56127 -5.13733 0.47923 0.00 0.00 0.00 0.335
H 1.15680 -5.52071 0.45549 0.00 -0.01 -0.01 0.323
H 0.76137 -5.31513 -2.90517 0.00 0.00 0.00 0.478
H 1.16217 -3.30404 -4.32071 0.00 0.00 0.00 0.605
H 0.33247 -2.70341 0.44707 0.02 0.02 0.02 0.123
```
Positions in Å, forces in eV/Å.



A cluster of 2 separate species, C6H16N2O3P in total at a distorted geometry. Source: the OMol25 dataset; level of theory: ωB97M-V/def2-TZVPD.

Properties
* charge: +1
* DFT total energy: -914.52621 Eh

Structure (XYZ):
```
28
Properties=species:S:1:pos:R:3:forces:R:3:mulliken_charge:R:1
C -2.88130 1.08706 -0.06139 -0.38 0.50 -2.46 0.249
C -0.58959 2.30972 0.60379 -2.39 -0.43 1.24 -1.324
C 3.70759 -1.13581 -0.48915 -1.44 1.84 0.87 -1.518
C 1.44349 -0.16622 -1.50660 -0.21 -0.05 0.74 -0.857
C -1.76419 1.37123 0.89552 0.56 -0.22 -0.87 0.147
C 2.43462 -0.21738 -0.30207 -0.05 -0.94 -1.18 0.493
N -3.15180 -1.73648 0.46348 0.23 0.83 -0.59 -0.487
N -1.20828 0.00894 0.97924 0.05 -0.47 -0.29 -0.065
O -3.75106 1.69915 -0.56610 -0.12 0.28 0.56 -0.377
O -1.43518 -1.25521 -1.48115 0.57 -0.16 -1.75 -0.624
O 1.62866 -0.57626 0.81414 -0.32 -0.89 0.78 -0.593
P -2.26468 -0.66551 -0.47379 -0.31 -1.98 3.27 0.646
H -0.10891 2.17304 1.55102 1.29 0.52 0.11 0.420
H -0.09978 1.97203 -0.24384 1.45 -0.54 -1.47 0.353
H -0.94478 3.29607 0.46933 -0.14 1.13 -0.06 0.409
H 3.31404 -2.02759 -0.84410 -0.48 -2.10 -0.72 0.496
H 4.33285 -0.72793 -1.31301 0.03 -0.13 1.12 0.357
H 4.13009 -1.33104 0.53103 0.36 0.50 -1.18 0.390
H 1.49476 0.79817 -1.94239 -0.17 1.26 -0.41 0.295
H 0.34888 -0.38600 -1.23867 2.18 0.23 -0.36 -0.056
H 1.72520 -0.79226 -2.33870 0.05 -0.70 -0.02 0.475
H -2.22609 1.65895 1.77598 -0.78 0.58 2.06 0.513
H 2.79057 0.69976 0.05466 0.59 1.96 -0.55 0.273
H -3.02765 -2.75151 0.51656 0.20 0.56 -0.42 0.257
H -4.10857 -1.46357 0.45635 -1.05 -0.16 0.31 0.263
H -1.66740 -0.48180 1.78985 1.77 0.20 -0.74 0.503
H -0.14276 0.02546 0.77160 -1.23 -1.05 1.29 0.082
H 2.02123 -1.38504 1.12842 -0.26 -0.61 0.72 0.281
```
Positions in Å, forces in eV/Å.



A structure of composition C4H6NiO7 at a distorted geometry. Source: the OMol25 dataset; level of theory: ωB97M-V/def2-TZVPD.

Properties
* expectation value of S²: 3.753
* charge: +1
* DFT total energy: -2190.65507 Eh
* spin multiplicity: 4

Structure (XYZ):
```
18
Properties=species:S:1:pos:R:3:forces:R:3:mulliken_charge:R:1
O -0.44728 0.83499 0.68925 1.74 -0.42 0.77 -0.509
C 0.34851 0.23826 1.63152 -1.83 0.90 -0.53 0.132
C 1.12564 -0.94165 1.05570 0.31 0.38 0.41 -0.241
O 2.21358 -0.43806 0.26454 0.48 -1.65 0.04 -0.318
C 2.79456 0.58140 0.83713 -2.60 2.84 -1.15 0.718
O 2.11930 1.24173 1.64505 1.38 -0.35 0.31 -0.557
O 3.79838 1.04078 0.16065 0.99 -0.58 0.13 -0.390
H -0.80554 1.67374 1.00549 -0.03 0.19 0.15 0.377
H 0.33074 0.72273 2.61080 0.35 -0.76 -0.46 0.467
H 0.51221 -1.52808 0.36424 0.09 0.16 0.34 0.290
H 1.54142 -1.53776 1.87293 -0.29 -0.04 -0.18 0.339
H 4.05081 1.92951 0.45377 -0.04 -0.07 0.21 0.389
O -2.41639 -0.92420 0.76506 -0.16 -0.06 -0.04 -0.443
C -2.06298 -1.34126 1.95573 1.07 0.44 -0.55 1.145
O -0.95028 -0.96423 2.48969 -0.55 -0.35 0.04 -0.748
O -2.79703 -2.14636 2.55424 -0.87 -0.44 -0.05 -0.620
Ni -1.93420 -2.41218 4.24212 0.26 0.04 0.44 0.424
H -1.76238 -0.28065 0.42311 -0.28 -0.24 0.10 0.544
```
Positions in Å, forces in eV/Å.



A structure of composition C54H35AlCl5N3O3P2S at a distorted geometry. Source: the OMol25 dataset; level of theory: ωB97M-V/def2-TZVPD.

Properties
* charge: +2
* DFT total energy: -6092.44777 Eh

Structure (XYZ):
```
104
Properties=species:S:1:pos:R:3:forces:R:3:mulliken_charge:R:1
Al 13.14380 14.96405 11.84602 -1.06 -0.53 -1.23 -1.522
O 13.94750 11.48008 12.06561 0.81 1.30 0.39 -0.585
S 12.85643 11.38703 11.03769 -0.09 1.15 0.80 0.790
C 12.52571 9.68520 11.16014 -1.65 -0.48 -0.86 0.040
C 13.53902 8.83310 11.52171 -0.45 -1.42 0.99 -0.289
C 13.16723 7.49364 11.85930 2.20 1.63 0.24 -0.967
C 11.87485 7.11580 11.61633 -0.39 -0.52 -0.46 -0.998
C 10.86472 7.99128 11.21722 0.82 -0.31 0.36 0.188
C 11.16884 9.32624 11.01682 1.33 -0.69 0.34 -0.060
P 9.99852 10.58414 10.51894 -1.95 -0.10 -0.13 0.400
C 9.16801 9.64765 9.15601 -0.48 0.10 0.71 0.478
C 9.35887 10.18989 7.88851 0.34 0.37 0.33 -0.284
C 8.90777 9.46283 6.80402 -1.38 -0.28 0.68 -0.740
C 8.03750 8.35184 6.96699 1.79 0.13 -0.92 -0.582
C 7.81482 7.83003 8.22493 -0.09 1.08 1.21 -0.978
C 8.36709 8.50173 9.35216 0.43 -0.21 -1.21 -0.045
C 8.76106 10.33430 11.87964 -1.19 -0.24 -0.23 0.557
C 9.13225 10.12284 13.19790 -0.42 0.42 -0.37 -0.729
C 8.19919 10.06484 14.21782 -0.65 -0.11 1.07 -0.655
C 6.84434 10.00886 13.91219 -0.21 -0.13 -0.75 -0.487
C 6.44365 9.98957 12.55433 -0.46 0.32 1.21 -0.759
C 7.36039 10.28310 11.58508 1.31 0.40 -1.66 -0.391
C 13.72398 11.49086 9.47929 1.21 0.13 -0.09 0.451
C 13.48779 10.51025 8.54713 -0.36 -0.38 -1.17 -0.152
C 14.47492 10.17862 7.62642 0.50 -0.23 -1.35 -0.798
C 15.69292 10.88739 7.59394 0.11 -0.27 0.50 -0.835
C 15.93299 11.89945 8.53258 -1.31 -0.12 -0.61 -0.302
C 14.90600 12.27215 9.40064 -0.84 -0.30 0.56 -0.374
P 15.06150 13.83472 10.33035 -0.07 0.51 0.45 1.908
C 16.74493 13.73208 11.02820 0.76 1.04 0.18 0.444
C 16.97664 12.89650 12.10239 -1.04 -0.80 0.05 -0.507
C 18.11182 12.90160 12.87037 0.24 -0.31 0.96 -0.694
C 19.13578 13.76297 12.59831 -0.45 1.02 -0.91 -0.727
C 18.93139 14.62417 11.51454 0.58 0.12 -0.05 -0.576
C 17.80901 14.60162 10.69065 -0.16 -0.39 -0.21 -0.559
C 15.23478 15.17669 9.10880 1.01 0.65 -0.68 0.902
C 15.10992 14.87668 7.74082 -0.03 0.41 0.58 -0.514
C 15.73421 15.69300 6.79771 -0.12 0.52 -1.12 -0.715
C 16.28834 16.95188 7.12690 -0.62 -1.25 1.07 -0.843
C 16.16382 17.35098 8.45732 -0.05 -0.79 0.82 -0.796
C 15.76534 16.44983 9.45837 -1.05 -0.70 -0.21 -1.321
H 14.52842 9.24737 11.64604 0.13 -0.26 0.11 0.581
H 13.92735 6.83068 12.37215 -1.04 0.62 -1.11 0.363
H 11.69722 6.06216 11.61952 -0.56 -0.51 0.54 0.449
H 9.87321 7.59454 11.11776 -0.12 0.03 -0.11 0.285
H 9.82990 11.21534 7.80940 -0.31 -1.47 -0.18 0.357
H 9.12084 9.86773 5.85987 0.04 0.18 -1.38 0.479
H 7.72067 7.80111 6.06743 -0.11 0.46 0.55 0.359
H 7.13429 6.99312 8.33413 0.23 -0.05 0.18 0.393
H 8.23591 8.12927 10.36670 -0.33 0.05 -0.44 0.426
H 10.14452 10.02130 13.47412 1.23 0.05 0.14 0.493
H 8.55291 10.03999 15.27148 -0.39 -0.05 -0.87 0.362
H 6.04358 9.99964 14.64796 0.43 -0.25 0.15 0.417
H 5.39030 9.79395 12.32042 0.46 0.36 -0.01 0.403
H 7.05696 10.45958 10.52008 0.12 -0.38 1.21 0.515
H 12.48670 10.07223 8.42212 0.61 -0.27 0.59 0.330
H 14.28423 9.33992 6.90018 0.24 1.13 0.77 0.405
H 16.49552 10.70427 6.86586 -0.58 -0.33 0.35 0.437
H 16.85842 12.43577 8.52419 0.36 0.32 -0.08 0.568
H 16.26132 12.13293 12.32210 -0.74 -0.16 0.29 0.409
H 18.13041 12.30512 13.77061 0.16 -0.46 -0.16 0.473
H 20.05164 13.81582 13.16400 -0.02 0.01 0.18 0.453
H 19.69621 15.36432 11.35949 0.25 0.08 -0.54 0.457
H 17.81328 15.14095 9.73310 -0.10 0.15 0.83 0.377
H 14.44278 14.04511 7.51019 0.75 -0.07 -0.54 0.563
H 15.74948 15.39409 5.73140 -0.14 0.12 0.80 0.399
H 16.80559 17.57078 6.41330 -0.20 0.06 -0.24 0.471
H 16.41718 18.31991 8.82715 0.46 0.62 -0.27 0.507
H 15.76414 16.74619 10.52204 0.39 -0.13 -0.74 0.792
O 14.85899 20.12662 15.89447 -0.24 -0.94 0.54 -0.628
N 14.86604 19.02205 16.42794 1.08 1.14 2.49 1.050
O 14.97174 18.83263 17.64617 -0.38 0.52 -1.71 -0.585
C 14.83946 17.83618 15.61852 0.07 -2.60 1.64 -0.459
C 14.90269 16.61362 16.29053 0.71 -0.11 -0.95 -0.569
C 14.72820 15.33380 15.59960 -0.77 2.35 -1.48 0.725
C 14.72876 14.07747 16.19053 -0.29 -0.11 1.39 -0.807
C 14.02464 13.05742 15.57683 0.28 -1.40 1.01 -0.921
C 13.40503 13.28334 14.38246 -0.18 1.09 -3.30 -0.245
N 13.63118 14.42717 13.61596 -0.02 -1.16 2.23 0.871
C 14.24427 15.45214 14.25694 0.00 0.15 0.65 -0.009
C 14.24400 16.74090 13.59039 -0.83 -0.18 -1.65 0.173
N 13.74506 16.74701 12.25688 2.03 1.22 1.57 1.216
C 13.77722 17.92593 11.58032 -0.83 -2.44 0.84 -0.123
C 14.18642 19.09910 12.15526 0.27 1.63 0.27 -1.281
C 14.67450 19.11738 13.43579 0.46 -0.42 1.02 -0.460
C 14.61737 17.91886 14.23463 -0.26 0.35 -1.72 0.860
H 15.11945 16.52119 17.35317 -0.18 0.56 -0.21 0.556
H 15.11467 13.98287 17.22852 -0.15 -0.14 -0.92 0.478
H 13.91212 12.02714 16.01302 0.13 1.38 -0.26 0.476
H 12.74594 12.56365 13.88014 0.54 0.16 0.43 0.516
H 13.45339 17.84814 10.56866 -0.34 0.16 -0.63 0.848
H 14.07614 20.05640 11.62493 0.36 -0.69 -0.01 0.484
H 15.15641 19.98416 13.92010 -0.76 -0.42 -0.74 0.633
Cl 10.39918 14.93951 14.11093 0.41 0.27 -0.56 -0.179
C 10.21167 15.58337 12.49639 -1.36 0.43 -1.09 0.190
C 11.16689 15.43922 11.47720 1.36 -1.09 -0.02 -0.103
C 10.86329 15.76212 10.14544 -1.40 0.93 0.15 0.687
Cl 12.07515 15.67502 8.90034 0.26 -0.32 0.53 -0.197
C 9.60923 16.32117 9.76928 0.94 0.20 0.67 -0.200
Cl 9.28672 16.81783 8.10053 0.16 -0.52 1.56 -0.139
C 8.72816 16.60842 10.83679 -0.33 -0.75 -0.12 0.448
Cl 7.22563 17.30711 10.42338 -0.14 0.18 0.22 -0.158
C 8.96536 16.19820 12.18336 0.88 0.07 -0.28 0.095
Cl 7.80919 16.51090 13.44459 0.42 -0.14 -0.81 -0.138
```
Positions in Å, forces in eV/Å.